The following is a DFT calculation (ωB97M-V/def2-TZVPD) of a cluster of 3 separate species, C18H30N3O7P in total.

Geometry as XYZ:
```
59
Properties=species:S:1:pos:R:3:forces:R:3:nbo_charge:R:1
C -2.81007 0.55738 1.26001 -0.101 -0.012 0.107 -0.359
C -3.75394 1.45009 1.51275 0.133 -0.126 -0.223 -0.248
C -5.19857 1.09580 1.46718 -0.107 0.127 0.100 0.102
C -5.76218 0.68564 2.69204 0.230 0.085 -0.201 -0.210
C -7.07128 0.28325 2.79332 -0.309 -0.033 -0.002 -0.138
C -7.82101 0.27386 1.63128 0.094 0.189 -0.116 -0.143
C -7.30090 0.68035 0.41597 -0.358 -0.048 0.350 -0.090
C -5.98589 1.13031 0.30638 0.313 -0.065 0.071 -0.448
P -5.45865 1.72982 -1.30641 -0.329 0.327 -0.207 2.346
O -6.21811 2.87288 -1.83046 0.159 -0.091 0.032 -1.082
O -3.90197 2.08098 -1.21265 -0.052 -0.090 -0.080 -0.981
O -5.54826 0.39317 -2.17735 0.244 0.226 0.007 -0.976
C -8.39440 0.51917 -0.60240 -0.369 0.081 -0.343 0.670
O -8.41993 0.87936 -1.74207 0.127 -0.383 0.206 -0.482
N -9.52392 -0.12819 0.04608 1.191 0.047 0.381 -0.677
C -9.23153 -0.14195 1.45428 -0.322 0.055 -0.067 0.670
O -10.02818 -0.39362 2.31281 0.106 -0.305 -0.043 -0.508
H -1.75670 0.77637 1.37645 0.032 0.060 -0.141 0.239
H -3.08590 -0.43354 0.91451 0.038 -0.075 0.143 0.188
H -3.49412 2.47287 1.76480 -0.041 -0.012 0.167 0.217
H -5.12693 0.67368 3.56694 0.059 0.026 -0.010 0.228
H -7.50901 -0.03808 3.72845 0.012 0.017 0.034 0.238
H -3.77407 2.84411 -1.79500 0.118 0.089 0.141 0.516
H -5.60049 0.65644 -3.10778 -0.181 -0.243 -0.051 0.512
H -9.57237 -1.08910 -0.28540 -0.743 0.154 -0.266 0.407
C 3.38304 0.87587 -1.00862 -0.024 -0.171 0.014 -0.249
O 3.28260 0.51524 0.35726 0.036 0.045 -0.074 -0.551
C 2.97077 1.57179 1.24322 0.049 -0.001 0.165 -0.072
C 1.48131 1.92584 1.32408 -0.092 -0.017 -0.170 -0.080
C 0.96021 2.70915 0.12284 -0.018 0.075 0.016 -0.615
N 0.63464 0.74467 1.52074 0.222 -0.053 0.092 -0.833
H 3.79030 1.88389 -1.12999 -0.016 0.021 0.015 0.169
H 2.41355 0.81323 -1.50816 0.020 0.090 -0.053 0.168
H 4.05488 0.16351 -1.48803 0.006 -0.012 0.024 0.191
H 3.28974 1.22269 2.22874 0.008 -0.032 -0.017 0.184
H 3.57117 2.45891 1.00145 -0.052 0.027 -0.040 0.165
H 1.36491 2.56255 2.20642 0.051 -0.007 0.030 0.189
H 0.80152 2.06298 -0.74054 0.031 -0.022 0.002 0.204
H 0.00077 3.16682 0.36317 -0.020 -0.038 0.004 0.220
H 1.65179 3.50321 -0.16405 0.006 -0.006 -0.006 0.206
H 0.89653 0.28302 2.38725 -0.064 0.037 0.032 0.356
H 0.86967 0.07218 0.79469 -0.061 0.017 -0.037 0.359
C 5.05811 -2.54583 -0.24888 -0.086 -0.076 -0.016 -0.251
O 5.33800 -2.77837 -1.61732 -0.015 0.023 0.055 -0.550
C 6.45913 -2.09093 -2.13284 0.021 0.057 -0.135 -0.072
C 7.81172 -2.75790 -1.85331 -0.012 -0.094 0.124 -0.080
C 8.30085 -2.59027 -0.41832 0.061 0.053 0.011 -0.614
N 7.81831 -4.18195 -2.19501 -0.099 0.063 -0.090 -0.824
H 5.29222 -1.51657 0.03842 0.013 -0.001 0.031 0.174
H 5.59990 -3.23978 0.39877 0.053 0.073 0.028 0.164
H 3.99168 -2.71033 -0.09959 -0.012 0.025 -0.037 0.191
H 6.30987 -2.06791 -3.21565 -0.027 -0.023 0.005 0.182
H 6.45966 -1.04986 -1.77924 0.041 -0.016 0.045 0.159
H 8.53612 -2.26240 -2.50740 -0.027 0.033 -0.030 0.187
H 7.78217 -3.26397 0.26359 -0.036 0.003 -0.014 0.203
H 9.36307 -2.82410 -0.35767 -0.006 -0.043 -0.009 0.221
H 8.15703 -1.56705 -0.06599 -0.013 -0.003 0.003 0.203
H 7.61785 -4.29690 -3.18372 0.076 -0.003 -0.007 0.352
H 7.03531 -4.62249 -1.72002 0.043 -0.024 0.046 0.355
```
Positions in Å, forces in eV/Å.

Values from the calculation:
SMILES string	C=Cc1ccc2c(c1P(=O)(O)O)C(=O)NC2=O.COC[C@@H](C)N.COC[C@@H](C)N
orbital gap	8.8	eV
HOMO	-0.341	Eh
max |F|	1.251	eV/Å
2S+1	1
DFT total energy	-1736.23187	hartree